The following is a DFT calculation (the ωB97M-V functional and the def2-TZVPD basis) of a cluster of 2 separate species, C5H8N2 in total at a distorted geometry.

XYZ file:
```
15
Properties=species:S:1:pos:R:3:forces:R:3:mulliken_charge:R:1
N -0.1844 -0.7531 0.1596 0.54 0.21 -0.24 -0.6246
N 0.8926 -0.0597 -0.2078 0.28 0.49 0.41 0.4194
C -0.7160 1.4076 0.2547 0.02 0.09 -0.26 -0.8913
C 0.6092 1.2585 -0.0969 0.21 0.22 -0.05 -0.0384
C 2.1805 -0.7148 -0.2153 0.19 0.07 -0.04 -0.7584
C -1.2134 0.0883 0.3136 0.66 -0.12 -0.24 0.4646
C -2.3962 -0.7828 0.2316 0.50 -0.54 -0.18 -1.1240
H -1.2254 -1.6790 0.1030 -3.14 -0.06 0.70 0.4539
H 2.9094 -0.0301 -0.6482 0.01 -0.08 0.05 0.3130
H 2.1379 -1.6233 -0.8225 -0.08 0.20 0.10 0.2502
H -1.2514 2.3400 0.3534 0.04 -0.15 -0.06 0.3553
H -3.2714 -0.4997 0.8590 0.74 -0.77 -0.06 0.2631
H 2.4774 -0.9787 0.8049 0.00 0.04 -0.16 0.3035
H -2.7419 -0.8742 -0.8010 0.02 0.29 -0.02 0.2256
H 1.3737 1.9886 -0.3061 0.00 0.11 0.04 0.3882
```
Forces are in eV/Å.

Multiplicity = 1
HOMO-LUMO gap = 9.303 eV
Energy above the lowest of the compared OMol25 structures with the same formula, charge and spin = 84.1 kcal per mole


The following is a DFT calculation (the ωB97M-V functional and the def2-TZVPD basis) of a structure of composition C28H71F18N5O9P3Zr at a distorted geometry.

XYZ file:
```
135
Properties=species:S:1:pos:R:3:forces:R:3:mulliken_charge:R:1
Zr -1.6836 0.4397 -1.7159 1.15 0.01 1.16 1.3056
P -3.0641 -3.8784 1.1263 -0.89 -0.77 -0.77 1.2980
P 1.8085 3.9253 -5.0945 -3.03 -0.59 0.45 1.2489
P 0.9862 -0.5477 0.1838 0.15 -1.92 -0.28 1.2657
F 0.8951 0.7450 0.9719 -0.93 2.37 0.93 -0.5176
F 0.8912 2.5627 -4.8950 1.28 1.01 0.22 -0.3429
F 2.5016 -0.6045 0.2049 2.14 0.51 -0.81 -0.3345
F -4.6416 -4.0950 1.3699 0.24 -0.29 -0.66 -0.3970
F -0.6681 1.0377 -3.2622 -0.69 0.47 0.21 -0.7150
F -2.6624 -5.2760 1.7593 -0.43 0.17 0.87 -0.3609
F -3.0576 -2.9994 2.4383 0.60 -0.04 1.08 -0.4198
F 0.3273 4.6762 -5.0775 2.95 -0.40 0.18 -0.2410
F 2.2469 3.4009 -6.4653 0.39 0.30 0.07 -0.2105
F 0.7669 0.2942 -1.1807 -0.46 0.85 -0.86 -0.4142
F 2.5718 5.3029 -5.2531 -0.72 -0.93 0.34 -0.3120
F -1.0764 -0.5083 0.1172 0.16 0.83 -1.41 -0.7548
F 0.8099 -1.3904 1.4265 -1.06 -1.04 2.37 -0.2925
F -1.5395 -3.5755 0.8648 1.26 0.69 -0.28 -0.3707
F 2.6602 3.5207 -3.8239 -0.83 0.60 -1.32 -0.1387
F -3.1235 -4.6216 -0.3386 -0.53 0.63 -0.04 -0.3911
F 0.8262 -1.8228 -0.6766 -0.65 -1.10 -1.32 -0.1591
F -3.4192 -2.4039 0.3226 -0.33 0.05 -0.48 -1.0012
O -1.1360 -1.3526 -2.7629 0.17 0.68 0.10 0.5479
O -2.9116 1.3909 -0.1497 -1.27 1.33 -1.44 1.5202
O 2.8821 -2.2956 -2.9200 -0.29 0.76 0.55 -0.1677
O 1.1578 -7.8717 -0.1802 -0.59 -0.43 0.52 -0.4207
O -3.4655 1.5320 -3.1282 1.75 -0.03 1.48 0.4659
O 3.0337 2.0815 3.1675 0.34 0.46 -0.71 -0.0587
O 1.0501 4.6039 -0.0783 1.72 0.57 0.93 -0.1279
O -3.2701 4.4958 2.0514 -0.26 -0.51 -0.44 -0.0247
O 3.7775 -4.1637 5.3907 -0.25 0.48 -1.65 -0.3640
N -3.6262 -0.8443 -1.8259 -1.80 0.52 -0.80 0.8228
N 3.3581 -1.1068 5.0188 0.57 1.42 0.70 -0.2257
N 2.1605 -4.9251 -2.0308 1.77 1.20 0.24 -0.3440
N -0.9578 2.6739 -1.2009 -3.00 0.19 -1.17 1.0534
N -0.4887 4.6266 2.5176 0.58 0.59 -0.95 -0.3803
C -4.7290 0.9237 -3.1996 -0.02 -0.82 -1.00 -1.0485
C -2.0584 -2.4284 -2.5754 0.36 -1.08 1.05 -0.5261
C 3.3204 -0.2299 3.8819 -1.03 -1.38 -0.80 0.1223
C 1.6925 4.8101 1.2859 -2.52 1.00 -0.65 -0.9897
C -2.7359 4.4323 3.3514 1.15 -1.67 -0.18 -1.1167
C -0.0925 -1.5236 -3.8086 -1.67 -0.34 0.61 -0.5361
C -4.8968 -0.0742 -2.0787 -0.14 -1.07 -0.48 -0.7279
C 2.4236 -2.1659 5.1956 0.26 -0.73 -0.72 -0.9308
C -3.0785 2.2803 -4.2774 1.47 -1.99 -0.78 -1.2549
C 4.2719 -5.3772 4.7906 -0.73 0.59 1.17 -0.6817
C 1.4089 -5.6113 -1.0129 -0.49 -1.12 -0.06 -0.0883
C 2.8289 -3.4831 4.5548 -0.29 -0.15 -0.39 -0.1239
C 4.2426 2.8425 3.2749 -2.08 1.04 -0.85 -0.9490
C -3.6606 0.8744 0.9584 0.87 -2.13 0.00 -1.1888
C 3.8902 -3.2006 -2.5458 -0.55 -2.27 -1.62 -0.7363
C -1.3524 3.7618 3.2664 -0.91 1.11 0.59 -0.1703
C 1.1987 -7.7183 1.2386 0.74 0.59 -0.52 -0.5116
C -4.5234 5.1355 2.1135 0.14 0.80 -2.07 -0.9002
C 2.0513 -7.0082 -0.8429 -1.60 -0.03 0.13 -0.7565
C -3.4360 -1.8667 -2.8985 0.70 -2.03 1.21 -0.6503
C -3.3730 2.7456 -0.4632 0.98 0.61 0.72 -0.5831
C -2.1581 3.5891 -0.8834 1.02 0.31 0.26 1.5303
C -2.4720 4.4607 -2.0902 -0.13 0.01 -0.15 -1.4749
C 1.8197 5.3227 -1.0750 0.35 0.22 1.19 -0.4889
C 3.3704 -4.1753 -1.5214 -0.59 -1.40 -0.23 -0.2913
C 0.8101 4.0515 2.2953 2.18 -1.44 -0.37 0.5172
C 3.3395 -1.0787 -3.4829 0.62 -0.77 -0.30 -0.7625
C 2.8769 1.1590 4.1917 -3.58 0.12 1.56 -0.8356
H 2.6994 -0.8061 3.1565 0.21 1.16 -0.19 -0.2197
H -3.3929 1.4525 1.8143 0.02 0.46 0.67 0.2244
H -3.1100 3.9473 -2.8016 -0.20 0.20 0.22 0.2034
H 1.5313 6.3752 -1.0362 -0.04 0.01 -0.30 0.3396
H -5.0316 5.1260 1.0896 0.91 0.15 1.18 0.1826
H -5.6945 -0.8108 -2.3644 0.58 0.67 0.20 0.5951
H -3.7878 3.0116 -4.5193 -1.04 1.11 -0.31 0.4534
H 3.3628 1.4985 5.0752 0.89 0.19 0.90 0.4917
H -5.4939 1.6631 -3.1567 -0.76 0.72 0.07 0.4583
H 4.7470 -2.7296 -2.1227 0.84 0.64 0.01 0.4831
H -4.7651 0.4787 -4.2091 -0.33 -0.26 0.40 0.5624
H 3.5836 -1.2086 -4.5351 -0.50 -0.04 -0.53 0.2789
H 4.1369 3.6362 4.0437 0.09 -0.30 -0.38 0.2887
H -4.1580 2.8718 -1.2234 0.13 -0.92 0.26 0.0277
H -2.9924 5.3761 -1.7540 0.50 -0.28 -0.39 0.4916
H -4.1970 -2.7105 -2.8866 0.66 1.26 0.07 0.4996
H -5.2154 0.3550 -1.1359 0.07 0.34 -0.05 0.1275
H -0.8926 4.9577 1.6292 0.17 -0.45 0.73 0.3342
H -3.8847 -1.3359 -0.9498 1.04 -0.43 -0.09 0.0247
H 4.2557 0.0038 3.4250 1.28 -0.89 -0.45 0.2921
H -1.8701 4.3329 -0.1034 -0.09 -1.16 -0.15 -0.5962
H 1.5936 -4.2541 -2.5043 -0.38 0.45 -0.22 0.1883
H -1.6950 -3.3265 -3.0347 -0.19 -0.22 -1.39 0.7180
H 3.2075 -3.2197 3.5193 -0.01 -0.69 0.89 0.1713
H 1.6838 5.8918 1.5321 -0.11 -0.34 -0.35 0.3598
H 4.3571 3.2765 2.2629 0.36 -0.04 0.70 0.1813
H 2.9473 -7.0473 -0.2559 1.04 0.54 0.07 0.4037
H 4.1098 -3.8229 -3.4593 0.50 0.69 0.64 0.2595
H 0.7998 3.0337 1.8361 -0.49 0.18 0.29 -0.4682
H 1.4835 -1.8876 4.7365 -0.35 0.23 0.04 0.3686
H 2.2627 -2.3757 6.2368 -0.23 0.13 0.66 0.4008
H 2.2213 -7.4327 -1.8312 0.09 0.10 -0.02 0.3088
H -0.6958 3.0068 -2.1368 1.02 -0.33 0.87 -0.4083
H -3.7170 3.0767 0.4996 -0.34 0.60 0.14 0.1380
H 0.3605 -5.7972 -1.3886 1.04 0.16 0.36 0.2794
H 4.6884 -5.2595 3.7854 -0.09 0.20 0.11 0.2676
H -3.3360 -1.4125 -3.8707 -0.47 0.34 -0.38 0.2991
H 0.6967 -2.1055 -3.3318 0.07 -0.04 -0.61 -0.1055
H 2.5433 -0.3540 -3.3356 0.30 0.30 0.00 0.0751
H 2.2949 -7.7014 1.5028 -1.02 -0.39 0.41 0.2570
H 2.9300 5.3007 -0.9402 -0.76 -0.28 0.39 0.3332
H 4.1810 -4.9097 -1.2202 -0.88 0.84 -0.49 0.3910
H -1.3440 2.7158 2.9665 -0.36 -0.32 -0.56 0.0048
H -1.9145 -2.7950 -1.5580 -0.68 0.56 0.54 -0.1623
H 4.3288 -0.7880 -3.1092 -0.42 0.31 0.74 0.3960
H -3.3925 3.8571 4.0106 -0.10 0.02 0.04 0.4887
H -2.0885 2.6762 -4.0960 -0.08 0.27 0.06 0.2732
H -0.2569 2.7623 -0.4914 0.90 0.36 0.17 -0.4238
H 4.2771 -1.2938 5.3298 0.71 -0.39 0.46 0.2388
H -0.9973 3.7384 4.2850 0.31 -0.03 0.54 0.5315
H -2.5966 5.4204 3.7433 0.02 0.71 0.33 0.4765
H -0.6996 -1.9417 -4.6134 0.82 -0.57 -0.20 0.4099
H -2.9284 1.5750 -5.1126 -0.36 0.24 0.08 0.3084
H 3.4603 -6.1187 4.8053 0.24 -0.01 -0.27 0.2890
H 2.7109 4.5208 1.1808 0.70 -0.74 0.29 0.3835
H -4.7441 0.8774 0.7948 0.32 -0.02 -0.10 0.5399
H 1.3095 -5.0875 -0.0418 0.16 0.01 -0.36 0.1486
H -5.1780 4.6089 2.7661 -0.63 -0.19 0.90 0.3869
H 3.1240 -3.5818 -0.6620 -0.32 0.22 0.93 0.0705
H -3.2198 -0.1417 1.0604 -0.87 0.42 0.37 0.0263
H 5.0253 -5.6559 5.5125 0.40 -0.54 -0.20 0.2638
H 1.8988 -4.0857 4.4526 0.56 -0.04 -0.09 0.3890
H -4.2830 6.1597 2.4228 -0.89 0.04 0.05 0.3223
H 0.6070 -8.5268 1.6836 0.48 0.14 -0.06 0.2628
H 1.7774 1.1641 4.5503 1.24 0.01 -0.82 0.1344
H 0.1391 -0.5206 -4.0847 0.77 0.32 -0.13 0.0862
H 5.0362 2.2108 3.5236 1.53 -0.88 0.29 0.5066
H -1.5387 4.6520 -2.6403 -0.30 0.67 0.26 0.3459
H 1.6718 4.8896 -2.0439 -0.56 -0.19 -0.46 -0.2235
H 1.3937 3.8190 3.2468 -0.84 0.81 -0.97 0.4830
H 0.7750 -6.7488 1.5665 0.03 -0.36 -0.16 0.1940
```
Forces are in eV/Å.

Multiplicity = 1
Net charge = +1
HOMO-LUMO gap = 6.132 eV


The following is a DFT calculation (the ωB97M-V functional and the def2-TZVPD basis) of a cluster of 2 separate species, C6H9N in total at a distorted geometry.

XYZ file:
```
16
Properties=species:S:1:pos:R:3:forces:R:3:mulliken_charge:R:1
N 0.0825 1.3218 0.2309 -0.33 1.31 -1.06 -0.2853
C -1.4916 3.2297 -0.5923 -0.69 -1.95 -2.92 -0.7761
C 1.9060 -1.2928 0.9486 -0.20 2.10 -1.02 -0.6962
C 0.5686 -1.6625 0.2866 0.98 1.44 2.30 0.1762
C -0.6156 2.1081 -0.2434 0.40 0.13 1.15 0.2487
C -0.0689 -2.4911 -0.7323 -2.00 -0.46 -0.45 -0.8807
C 0.5115 -0.8512 1.3217 1.33 -3.59 -2.52 -0.2246
H -1.2304 -2.2125 -0.7967 2.45 -1.00 0.25 0.1996
H 0.3296 -2.3759 -1.7589 0.03 0.13 0.59 0.2716
H 2.4981 -0.3913 0.5160 -0.49 -1.82 0.36 0.1607
H -2.2282 3.3667 0.1808 -0.19 0.24 0.15 0.2593
H 0.0285 -0.1849 1.9218 -1.24 1.11 1.50 0.5324
H 0.1343 -3.5633 -0.4256 -0.73 0.99 -0.54 0.2626
H 2.4822 -1.9803 1.5635 -0.07 -0.02 0.01 0.2463
H -2.0100 2.8817 -1.5992 0.72 1.01 2.05 0.2357
H -0.8964 4.0977 -0.8216 0.04 0.38 0.14 0.2698
```
Forces are in eV/Å.

Multiplicity = 1
SMILES = CC1=CC1.CC#N
HOMO-LUMO gap = 8.646 eV
Energy above the lowest of the compared OMol25 structures with the same formula, charge and spin = 95.9 kcal per mole


The following is a DFT calculation (the ωB97M-V functional and the def2-TZVPD basis) of a structure of composition C18H31AsN2ReS6.

XYZ file:
```
59
Properties=species:S:1:pos:R:3:forces:R:3:mulliken_spin:R:1
Re 0.2549 -0.3840 0.0384 -0.11 0.01 0.02 0.0433
As -1.5427 -0.9084 1.7454 0.01 0.02 0.03 0.0004
S -0.8216 2.5428 -2.4415 -0.06 0.00 -0.04 0.7268
S -1.0447 -0.8924 -1.8883 0.06 0.04 0.03 0.0094
S 1.0232 -2.6831 -0.2545 0.02 -0.09 -0.03 -0.0009
S 1.9640 -0.4801 1.8352 -0.05 0.03 0.00 -0.0012
S 0.0215 1.7645 0.6950 0.04 0.01 0.01 -0.0228
S 2.0834 0.1497 -1.4588 0.03 0.00 -0.03 -0.0002
N -3.1440 0.5490 -0.9843 0.03 0.00 -0.03 -0.0003
N -3.7191 -1.1768 -2.1968 0.00 -0.02 -0.03 -0.0005
C -5.0132 -0.5282 -1.9399 -0.01 0.00 -0.01 -0.0002
C 0.8540 2.9808 -0.3017 -0.04 -0.06 -0.11 0.0630
C 2.5559 4.6916 -0.3983 -0.01 -0.01 0.00 0.1444
C 0.5233 3.2319 -1.6634 0.08 0.02 0.12 -0.0087
C 3.2826 0.5158 1.0746 0.02 0.00 -0.01 -0.0035
C 2.4433 -2.6360 -1.4108 -0.01 0.00 0.00 0.0002
C -2.8786 -2.2391 1.2928 -0.01 -0.03 -0.01 0.0004
C 2.3026 4.8948 -1.7497 -0.02 -0.02 0.02 -0.0590
C 1.8217 -3.1949 1.2811 0.02 0.03 0.02 0.0012
C 2.3883 -1.4235 -2.3198 0.00 0.01 0.00 -0.0008
C -2.7170 -0.5158 -1.6508 0.00 0.08 0.06 0.0068
C 3.5747 0.2267 -0.3867 0.00 0.00 0.01 -0.0028
C 1.3000 4.1763 -2.3703 -0.01 0.00 -0.02 0.1309
C -0.9261 -1.6488 3.4331 -0.02 0.00 0.00 -0.0002
C -4.5873 0.7576 -1.1944 0.00 0.00 0.01 -0.0021
C 2.7453 -2.1298 1.8388 -0.01 0.01 -0.01 -0.0003
C 1.8313 3.7399 0.3179 0.04 0.05 -0.01 -0.0295
C -2.6088 0.5643 2.4225 0.02 0.00 0.01 0.0004
H 1.0624 4.3480 -3.4113 0.00 0.00 -0.01 -0.0015
H -5.6413 -1.1725 -1.3266 0.01 0.00 0.01 0.0001
H 2.4029 -3.5489 -2.0038 0.00 0.00 0.00 0.0001
H -3.5994 -2.0462 -2.6914 0.00 0.01 0.01 -0.0003
H 1.5706 -1.4988 -3.0383 0.00 0.00 0.00 -0.0006
H 2.0254 3.6100 1.3761 -0.01 -0.02 0.00 0.0024
H 4.1828 0.3803 1.6759 0.00 0.00 0.00 -0.0003
H -0.5917 -2.6769 3.2997 0.01 0.01 0.00 0.0001
H 2.8668 5.6287 -2.3081 0.01 0.00 0.01 -0.0006
H -2.3844 -3.1543 0.9675 0.00 0.00 0.00 -0.0003
H 3.0129 -2.3592 2.8697 0.00 -0.01 0.00 0.0000
H 3.3141 5.2729 0.1092 0.00 0.01 -0.01 0.0058
H -3.4770 -2.4475 2.1790 -0.01 -0.01 -0.02 0.0000
H -3.4673 0.1652 2.9611 0.01 -0.01 0.01 0.0002
H 4.1195 -0.7088 -0.5049 0.00 0.00 0.00 0.0004
H -2.9443 1.2098 1.6153 -0.01 -0.02 0.00 -0.0003
H -2.4895 1.3188 -0.8537 -0.04 -0.06 0.02 -0.0053
H 1.0009 -3.4110 1.9630 0.00 0.00 0.00 -0.0002
H 4.2059 1.0205 -0.7852 0.00 0.00 0.00 -0.0005
H -1.7543 -1.6502 4.1409 0.00 0.00 0.00 0.0000
H -0.1155 -1.0482 3.8425 0.00 0.01 -0.01 0.0001
H 2.9474 1.5419 1.2112 0.00 0.00 0.00 0.0036
H -4.7498 1.6538 -1.7913 0.01 -0.01 -0.01 0.0025
H -5.1012 0.8720 -0.2428 -0.01 0.01 -0.01 -0.0002
H 3.6679 -2.0618 1.2648 0.00 -0.01 0.00 0.0001
H 3.3142 -1.3309 -2.8883 0.00 0.00 0.00 0.0006
H -3.5335 -1.8929 0.4960 0.02 0.03 0.01 -0.0003
H 2.3562 -4.1282 1.1019 0.00 0.00 0.00 -0.0001
H 3.3620 -2.6616 -0.8273 0.00 0.00 0.00 -0.0001
H -5.5291 -0.3211 -2.8746 -0.01 0.00 0.01 0.0001
H -2.0010 1.1526 3.1087 0.00 0.01 -0.01 0.0005
```
Forces are in eV/Å.

Multiplicity = 2
Net charge = +2
HOMO-LUMO gap (spin up / spin down) = 6.671 / 6.392 eV
Energy above the lowest of the compared OMol25 structures with the same formula, charge and spin = 14.7 kcal per mole
Expectation value of S² = 0.780